# 1
Computed, not measured: a 7-piece molecular cluster, C39H58BN10O3 overall, with ωB97M-V/def2-TZVPD.

XYZ file:
```
111
C39H58BN10O3 | the Open Molecules 2025 dataset | ωB97M-V/def2-TZVPD
C -0.32606 2.21204 -4.35901
C -1.06659 2.91350 -3.22043
C -2.40796 2.21689 -2.92900
C -2.33863 1.21958 -1.75904
C -3.17540 -0.02404 -2.05192
C -3.15611 -1.10808 -0.96859
C -1.76940 -1.39440 -0.38917
C -0.83951 -1.79658 -1.51887
N 0.58446 -1.95335 -1.09545
N 0.78451 -1.93502 0.21172
C 2.01467 -2.10008 0.64970
B 2.21920 -2.09339 2.23128
C 1.21445 -1.38439 3.19967
O 3.30814 -2.78139 2.64506
C 3.09026 -2.26443 -0.23012
C 2.86929 -2.26939 -1.59096
C 4.00427 -2.42386 -2.56086
N 4.29581 -1.16969 -3.28447
C 1.54304 -2.12236 -2.00477
C 1.14249 -2.19936 -3.45170
O 0.46931 -3.43564 -3.65728
N 1.17098 -4.23052 -4.72905
O 0.64038 -4.11827 -5.73100
H -0.83981 2.43182 -5.29445
H -0.34678 1.12735 -4.23321
H 0.70198 2.55585 -4.45763
H -1.21993 3.96380 -3.46059
H -0.44676 2.89920 -2.32036
H -2.70282 1.67655 -3.83148
H -3.17987 2.96414 -2.74676
H -1.28481 0.96094 -1.62484
H -2.69306 1.71500 -0.85519
H -4.20829 0.30027 -2.18043
H -2.87009 -0.44121 -3.01424
H -3.57851 -2.02213 -1.39046
H -3.81498 -0.80855 -0.15374
H -1.84466 -2.18379 0.35438
H -1.39498 -0.49273 0.09270
H -0.86334 -1.01721 -2.27342
H -1.13682 -2.75174 -1.94489
H 0.53500 -0.75557 2.62930
H 1.69780 -0.80403 3.98333
H 0.63948 -2.16916 3.69788
H 3.60862 -2.53846 3.52904
H 4.08109 -2.38449 0.18448
H 4.89428 -2.69449 -1.99770
H 3.78067 -3.23790 -3.25134
H 4.30475 -1.31464 -4.28485
H 3.61130 -0.45258 -3.08578
H 0.49994 -1.37011 -3.74575
H 2.03135 -2.13943 -4.07903
N -6.14934 0.69792 -4.43255
C -5.11150 -0.10357 -4.82135
C -5.47236 -1.40377 -4.58470
C -6.78103 -1.38438 -4.02941
C -7.16988 -0.07405 -3.94900
H -6.16070 1.69956 -4.49117
H -4.20680 0.31932 -5.22610
H -4.86788 -2.27317 -4.78589
H -7.36917 -2.23457 -3.72855
H -8.08336 0.37159 -3.59504
N 4.51989 0.05373 5.18508
C 5.55372 -0.61734 5.78280
C 6.70972 -0.24887 5.14784
C 6.35967 0.68421 4.13160
C 5.00286 0.85210 4.18233
H 3.55573 -0.02047 5.45286
H 5.38003 -1.29285 6.60273
H 7.69854 -0.60538 5.38530
H 7.02943 1.17689 3.44697
H 4.34238 1.46946 3.59773
N -2.80087 0.11399 -7.64791
C -1.83631 -0.44300 -6.85504
C -0.61935 -0.04145 -7.33710
C -0.85799 0.78902 -8.46493
C -2.21581 0.86044 -8.63286
H -3.79055 -0.01088 -7.52886
H -2.09774 -1.06968 -6.01834
H 0.33792 -0.31057 -6.92100
H -0.12086 1.27940 -9.07742
H -2.81136 1.38238 -9.36144
N -6.98785 0.45438 3.32569
C -7.54732 0.00727 2.16103
C -6.79434 0.48550 1.12258
C -5.73635 1.24973 1.68690
C -5.88230 1.21098 3.04837
H -7.34283 0.26399 4.24435
H -8.43225 -0.60494 2.16943
H -6.98375 0.31241 0.07598
H -4.96208 1.77553 1.15248
H -5.30296 1.66170 3.83599
N 8.41809 2.78529 6.38835
C 8.84219 3.52801 5.32113
C 9.54641 4.59739 5.80614
C 9.54814 4.49410 7.22381
C 8.84520 3.36563 7.55076
H 7.87594 1.94216 6.32717
H 8.60889 3.23429 4.31236
H 10.00988 5.36742 5.21291
H 10.01289 5.17019 7.92121
H 8.61434 2.92883 8.50694
N -2.41016 -0.27141 6.13467
C -2.35449 -0.27582 7.50185
C -1.03681 -0.26165 7.86935
C -0.26676 -0.24837 6.67472
C -1.14311 -0.25439 5.62216
H -3.25229 -0.28301 5.59003
H -3.25240 -0.28770 8.09471
H -0.66539 -0.25989 8.87978
H 0.80819 -0.23326 6.60222
H -0.97609 -0.24484 4.55967
```

The calculation puts the HOMO energy at -9.285 eV. The spin multiplicity is 1. The HOMO-LUMO gap is 5.21 eV. Its charge is +1.

# 2
Computed, not measured: C39H58BrClN4RuSbSi as an isolated structure, with ωB97M-V/def2-TZVPD.

XYZ file:
```
106
C39H58BrClN4RuSbSi | the Open Molecules 2025 dataset | ωB97M-V/def2-TZVPD
Ru 0.98121 -0.12754 -3.49045
C -4.97032 -2.01561 -1.33565
C -4.42732 -0.67843 -1.48347
C -4.95160 0.34838 -0.68136
C -4.37869 1.60539 -0.78033
C -3.40343 1.86074 -1.73901
C -2.95080 0.78066 -2.42204
N -3.38797 -0.44401 -2.35779
Sb -0.98544 1.56810 -3.50216
C 0.61277 2.37986 -2.22543
C 0.62224 3.59811 -1.62192
C 1.85106 4.16400 -1.24598
C 2.98749 3.37223 -1.39573
C 2.81780 2.01543 -1.72479
C 3.89210 0.98461 -1.59170
N 1.61766 1.52839 -2.17482
C 0.37982 1.70239 -5.23410
C 0.20534 2.59489 -6.23926
C 1.29100 2.59971 -7.17520
C 2.43468 1.86755 -6.98815
C 2.56796 0.95178 -5.89937
C 3.76726 0.16922 -5.74833
N 1.42566 0.79248 -5.13539
H -5.83362 -2.25069 -1.95864
H -5.20948 -2.14226 -0.25688
H -4.17050 -2.72458 -1.55717
H -5.67687 0.05685 0.10016
H -4.71755 2.44440 -0.19755
H -2.92067 2.83890 -1.85771
H -0.33081 4.10651 -1.57374
H 1.93589 5.25350 -0.94061
H 4.02934 3.76454 -1.26591
H 4.59927 1.09135 -2.41791
H 3.40031 0.02967 -1.70105
H 4.54862 1.22296 -0.69244
H -0.59201 3.30653 -6.26144
H 1.28427 3.26807 -8.01603
H 3.29336 1.91270 -7.61508
H 4.31307 0.39284 -4.77755
H 4.48007 0.52957 -6.47112
H 3.48187 -0.93398 -5.94295
Cl 1.05300 -1.51563 -1.65622
C -1.19073 -0.80658 7.84041
C -1.17148 -0.84570 6.26572
C -0.85216 -2.26315 5.81403
C -2.52788 -0.40526 5.67463
Si 0.19321 0.39772 5.59449
Br -0.31080 0.91004 3.43986
C 0.08372 2.13948 6.46019
C -1.34615 2.67647 6.62185
C 0.81520 3.17856 5.62173
C 0.80446 2.07224 7.79749
C 2.02702 -0.30297 5.50240
C 3.09242 0.88490 5.36903
C 2.42776 -0.99233 6.80223
C 2.22783 -1.25409 4.28411
H -2.21367 -0.75208 8.17744
H -0.70219 0.09241 8.28753
H -0.66236 -1.64111 8.24478
H -1.73868 -2.87794 5.97954
H 0.00349 -2.74730 6.35493
H -0.62696 -2.32477 4.70781
H -3.29220 -1.16576 5.82897
H -2.45960 -0.36354 4.59702
H -2.99119 0.59592 5.95984
H -1.81191 2.84077 5.64510
H -1.36555 3.65037 7.05347
H -2.01327 2.11394 7.31201
H 0.44976 3.20033 4.55555
H 1.92815 3.17367 5.59146
H 0.57829 4.17324 6.10962
H 0.23417 1.31763 8.43386
H 0.69273 3.05031 8.29309
H 1.85860 1.82403 7.70690
H 3.00771 1.60833 6.21554
H 3.08617 1.44105 4.43245
H 4.14062 0.44297 5.39652
H 2.35765 -0.22274 7.57916
H 3.46532 -1.33722 6.78381
H 1.74103 -1.80563 7.07412
H 1.81903 -0.92310 3.34207
H 1.73469 -2.24053 4.56055
H 3.26794 -1.54761 4.08475
C -3.42659 -3.47983 -5.40153
N -2.61050 -2.21787 -5.44871
C -2.15075 -1.86084 -6.88767
C -1.48949 -2.20932 -4.36751
C -0.13730 -2.71858 -4.70846
C 0.00353 -3.92549 -5.41545
C 1.23213 -4.44508 -5.69345
C 2.34428 -3.72531 -5.29940
C 2.18446 -2.52095 -4.56353
C 0.95608 -1.94801 -4.30696
H -4.24275 -3.33531 -6.11215
H -3.78339 -3.58446 -4.40383
H -2.81188 -4.33514 -5.67086
H -3.24069 -1.41317 -5.16887
H -1.28945 -2.49071 -7.19718
H -1.81394 -0.81385 -6.96219
H -3.03730 -2.02853 -7.46781
H -1.92826 -2.85839 -3.55434
H -1.39151 -1.21339 -3.99732
H -0.83266 -4.50711 -5.70232
H 1.32568 -5.42597 -6.10554
H 3.34006 -4.18835 -5.49089
H 3.07404 -1.98885 -4.21779
```

The relative energy (zero: lowest compared OMol25 entry of this formula, charge and spin) comes out at 4.111 eV. The expectation value of S² is 8.7880. The calculation puts the HOMO energy (alpha / beta) at -9.762 / -11.793 eV. The spin multiplicity is 6. The HOMO-LUMO gap (alpha / beta) is 6.15 / 2.18 eV. Its charge is +2.

Calculated values (a.u.) of DFT total energy for the records, taken in order: -2318.66693, -5397.95811.
Calculated values (eV/Å) of max |F| for the records, taken in order: 0.63, 4.38.